12
Properties=species:S:1:pos:R:3:nbo_charge:R:1 method="wB97M-V/def2-TZVPD" relative_energy_kcal_mol=60.2 largest_force_ev_per_a=2.48 gap_ev=7.9 e_tot_ev=-18495.2884
C 2.19 -0.22 -0.08 0.25
C -1.27 -0.27 0.04 -0.03
C -2.45 0.59 0.14 -0.32
H 1.85 1.61 0.00 0.34
H 3.00 -0.94 -0.21 0.17
H 0.74 -1.65 -0.16 0.38
H -1.37 -1.34 0.08 0.17
H -2.22 1.68 0.13 0.22
N 2.65 0.97 -0.06 -0.64
N 0.93 -0.72 0.14 -0.45
N -0.08 0.23 0.05 -0.18
S -3.97 0.06 -0.07 0.09

35
Properties=species:S:1:pos:R:3:nbo_charge:R:1 method="wB97M-V/def2-TZVPD" smiles="N[C@@H](Cc1ccc(O)cc1)C(=O)N[C@@H](CO)C(=O)O" relative_energy_kcal_mol=102.1 largest_force_ev_per_a=4.66 gap_ev=9.0 e_tot_ev=-25919.3817
C 0.84 0.81 0.10 -0.17
C 1.75 -0.30 -0.09 0.73
C 0.63 0.91 1.76 -0.43
C -0.68 0.28 2.13 -0.05
C -1.77 1.19 2.36 -0.20
C -0.95 -1.05 2.17 -0.21
C -3.04 0.73 2.49 -0.27
C -2.26 -1.56 2.41 -0.30
C -3.36 -0.66 2.45 0.30
C 2.15 -0.01 -2.64 -0.20
C 1.99 1.36 -3.15 0.77
C 0.79 -0.86 -2.88 -0.06
H -0.98 -0.32 -0.39 0.39
H -1.18 1.20 -0.22 0.38
H 1.11 1.71 -0.36 0.23
H 1.33 0.34 2.34 0.24
H 0.74 2.00 1.94 0.22
H -1.64 2.29 2.13 0.21
H -0.24 -1.78 1.90 0.23
H -4.01 1.32 2.51 0.23
H -2.39 -2.57 2.60 0.21
H -4.71 -1.88 2.28 0.48
H 3.33 -0.87 -1.08 0.39
H 3.03 -0.35 -3.21 0.23
H 0.91 -0.97 -3.99 0.17
H -0.08 -0.23 -2.63 0.23
H 1.62 -2.42 -2.00 0.47
H 3.04 1.67 -1.65 0.51
N -0.42 0.55 -0.60 -0.85
N 2.65 -0.16 -1.22 -0.71
O 1.88 -1.27 0.61 -0.57
O -4.67 -0.95 2.50 -0.65
O 1.39 1.66 -4.14 -0.56
O 0.72 -2.03 -2.17 -0.71
O 2.48 2.20 -2.26 -0.68

14
Properties=species:S:1:pos:R:3:nbo_charge:R:1 method="wB97M-V/def2-TZVPD" relative_energy_kcal_mol=43.5 largest_force_ev_per_a=3.82 gap_ev=10.7 e_tot_ev=-16280.7063
C -0.16 1.58 1.02 -0.39
C -0.39 0.05 1.14 -0.45
C -1.08 1.55 -0.20 -0.29
C -1.33 0.29 -0.02 0.41
F -2.23 -0.60 -0.60 -0.33
P 2.11 -2.34 -1.41 0.05
H -0.48 2.20 1.76 0.20
H 0.87 1.76 0.89 0.20
H 0.40 -0.61 0.83 0.21
H -0.74 -0.32 2.07 0.21
H -1.17 2.46 -0.87 0.23
H 1.17 -2.09 -0.40 -0.02
H 1.77 -1.14 -1.87 -0.02
H 1.26 -2.77 -2.35 -0.01

26
Properties=species:S:1:pos:R:3:nbo_charge:R:1 method="wB97M-V/def2-TZVPD" relative_energy_kcal_mol=22.4 charge=+2 largest_force_ev_per_a=3.41 gap_ev=8.6 e_tot_ev=-13897.2843
C -0.62 0.30 1.96 0.42
C -1.46 0.44 -0.23 0.47
C 0.14 1.31 -0.74 0.03
C 0.85 0.16 0.06 0.26
C 2.35 -0.08 -0.20 -0.65
C -0.05 -2.36 0.05 -0.43
N -1.67 0.33 1.14 -0.57
N 0.60 0.36 1.50 -0.51
N 0.30 2.64 -0.50 -0.81
N -0.06 -0.91 -0.43 -0.54
N -2.49 0.39 -1.03 -0.77
H -0.93 0.31 3.04 0.29
H 0.03 1.27 -1.90 0.25
H 2.85 0.79 -0.09 0.25
H 2.70 -0.31 -1.16 0.28
H 2.66 -0.90 0.44 0.24
H 0.88 -2.70 0.55 0.25
H -1.01 -2.45 0.59 0.22
H -0.05 -2.89 -0.83 0.24
H -2.60 0.24 1.52 0.45
H 1.37 0.24 2.07 0.46
H -0.25 3.27 -1.00 0.41
H 0.68 3.14 0.30 0.42
H -0.20 -0.90 -1.46 0.43
H -2.56 0.83 -2.00 0.47
H -3.38 0.05 -0.59 0.42